DFT (the ωB97M-V functional and the def2-TZVPD basis) results for one molecule with the formula C18H19N3OS.

- Relative energy (zero: lowest compared OMol25 entry of this formula, charge and spin): 1.603 eV
- SMILES: CN1CCc2c(sc3c2C(=O)N[C@H](/C=C\c2ccccc2)N3)C1
- Energy: -1335.0120 a.u.

ORCA input file:
```
! wB97M-V def2-TZVPD RIJCOSX def2/J DEFGRID3
* xyz 0 1
S -1.287 -1.193 -1.608
O -1.160 3.128 0.781
N 0.952 0.367 -1.375
N 0.776 2.396 -0.120
N -4.727 -1.011 0.541
C -2.377 0.411 0.105
C -0.526 2.227 0.266
C 4.080 -2.174 0.464
C 5.716 0.051 0.356
C -3.933 -1.442 -0.596
C -3.408 0.987 1.015
C -6.038 -1.617 0.515
C -4.782 0.439 0.630
C 2.888 1.812 -1.135
C -1.067 0.925 -0.133
C 6.110 -1.060 1.076
C 5.291 -2.176 1.135
C 1.643 1.291 -0.485
C 4.484 0.075 -0.301
C -0.367 0.160 -1.032
C 4.104 1.279 -1.035
C -2.637 -0.708 -0.611
C 3.676 -1.060 -0.250
H -4.463 -1.268 -1.556
H 1.149 0.469 -2.363
H 5.600 -3.046 1.695
H 2.746 -1.082 -0.796
H -5.106 0.889 -0.326
H 2.742 2.711 -1.718
H 4.926 1.798 -1.513
H -3.385 2.076 0.958
H -3.175 0.700 2.043
H 1.206 3.278 0.114
H 7.061 -1.059 1.589
H 3.445 -3.047 0.492
H -6.579 -1.337 1.418
H -5.511 0.707 1.396
H -5.928 -2.701 0.499
H 6.356 0.921 0.312
H -6.634 -1.313 -0.362
H 1.898 0.712 0.424
H -3.761 -2.520 -0.510
*
```

These are the Löwdin partial charges, in e, on atoms 1 to 5: S 1.0959; O 0.0699; N 0.0241; N 0.1219; N -0.2255


DFT (the ωB97M-V functional and the def2-TZVPD basis) results for a 2-piece molecular cluster, C18H19N4O5S2 overall in a non-equilibrium geometry.

- Energy: -2089.0345 a.u.

ORCA input file:
```
! wB97M-V def2-TZVPD RIJCOSX def2/J DEFGRID3
* xyz -1 1
S -0.004 0.993 -5.974
S -3.140 -1.731 -3.446
O -0.420 -3.085 1.163
O 1.545 -1.116 -1.726
O -1.607 -1.229 1.084
O -0.126 1.332 4.583
O 0.382 4.803 2.203
N -1.387 -0.318 3.762
N 3.004 0.234 -2.649
N -0.310 2.725 1.969
N 2.430 1.316 -4.659
C 1.187 0.708 -4.724
C -2.031 -3.414 -1.813
C 3.294 1.059 -3.605
C -0.516 -1.839 1.194
C 0.754 -1.034 1.538
C -0.616 0.765 3.609
C 1.769 -0.391 -2.674
C 0.801 -0.183 -3.762
C 1.943 3.195 2.943
C -1.658 -0.977 5.035
C -3.260 -3.034 -2.276
C -1.081 -0.139 -5.181
C -0.950 -2.653 -2.413
C 0.670 0.496 1.346
C -0.409 1.260 2.156
C 0.605 3.610 2.365
C -1.379 -1.680 -3.289
C -0.558 -0.703 -4.037
H 2.602 2.912 2.127
H -2.064 -0.382 -5.566
H 2.660 2.051 -5.317
H 4.253 1.569 -3.572
H -0.724 -1.098 5.586
H -4.197 -3.448 -1.919
H -1.870 -4.153 -1.031
H 0.079 -2.857 -2.150
H 1.830 2.362 3.628
H 0.513 0.704 0.287
H -2.097 -1.959 4.852
H 1.021 -1.232 2.579
H -1.730 -0.761 2.906
H 2.366 4.041 3.481
H 1.651 0.888 1.605
H 1.584 -1.405 0.935
H -1.347 1.007 1.665
H -2.344 -0.369 5.624
H -1.118 3.160 1.558
*
```

These are the Löwdin partial charges, in e, on atoms 1 to 5: S 1.0129; S 0.9703; O -0.0705; O 0.0774; O -0.0827


Question: Among the records above, which one has the lowest energy?
Answer: C18H19N4O5S2


Please write out number 1 again, unchanged.
DFT (the ωB97M-V functional and the def2-TZVPD basis) results for one molecule with the formula C18H19N3OS.

- Relative energy (zero: lowest compared OMol25 entry of this formula, charge and spin): 1.603 eV
- SMILES: CN1CCc2c(sc3c2C(=O)N[C@H](/C=C\c2ccccc2)N3)C1
- Energy: -1335.0120 a.u.

ORCA input file:
```
! wB97M-V def2-TZVPD RIJCOSX def2/J DEFGRID3
* xyz 0 1
S -1.287 -1.193 -1.608
O -1.160 3.128 0.781
N 0.952 0.367 -1.375
N 0.776 2.396 -0.120
N -4.727 -1.011 0.541
C -2.377 0.411 0.105
C -0.526 2.227 0.266
C 4.080 -2.174 0.464
C 5.716 0.051 0.356
C -3.933 -1.442 -0.596
C -3.408 0.987 1.015
C -6.038 -1.617 0.515
C -4.782 0.439 0.630
C 2.888 1.812 -1.135
C -1.067 0.925 -0.133
C 6.110 -1.060 1.076
C 5.291 -2.176 1.135
C 1.643 1.291 -0.485
C 4.484 0.075 -0.301
C -0.367 0.160 -1.032
C 4.104 1.279 -1.035
C -2.637 -0.708 -0.611
C 3.676 -1.060 -0.250
H -4.463 -1.268 -1.556
H 1.149 0.469 -2.363
H 5.600 -3.046 1.695
H 2.746 -1.082 -0.796
H -5.106 0.889 -0.326
H 2.742 2.711 -1.718
H 4.926 1.798 -1.513
H -3.385 2.076 0.958
H -3.175 0.700 2.043
H 1.206 3.278 0.114
H 7.061 -1.059 1.589
H 3.445 -3.047 0.492
H -6.579 -1.337 1.418
H -5.511 0.707 1.396
H -5.928 -2.701 0.499
H 6.356 0.921 0.312
H -6.634 -1.313 -0.362
H 1.898 0.712 0.424
H -3.761 -2.520 -0.510
*
```

These are the Löwdin partial charges, in e, on atoms 1 to 5: S 1.0959; O 0.0699; N 0.0241; N 0.1219; N -0.2255